48
Properties=species:S:1:pos:R:3:nbo_charge:R:1 method="wB97M-V/def2-TZVPD" lumo_energy_ev=-0.01 e_above_lowest_kcal_mol=346.7 gap_ev=5.88 molar_mass_g_mol=274.36
C -2.603 -0.328 -0.109 0.740
O -3.055 0.552 0.632 -0.591
N -1.888 -0.164 -1.163 -0.804
N -2.914 -1.528 0.073 -0.766
H -1.656 0.715 -1.602 0.432
H -1.828 -0.990 -1.741 0.393
H -3.559 -1.751 0.818 0.417
H -2.676 -2.265 -0.575 0.380
C 0.371 -0.235 -1.067 -0.722
C 0.474 -1.699 -0.571 -0.043
C 1.964 -2.273 -0.767 -0.074
O 2.094 -3.612 -0.422 -0.556
C 3.484 -3.938 0.050 -0.257
N 0.022 -1.897 0.693 -0.873
H 0.449 -0.061 -2.140 0.191
H 1.093 0.461 -0.640 0.233
H -0.582 0.224 -0.802 0.283
H -0.105 -2.348 -1.228 0.160
H 2.621 -1.639 -0.172 0.142
H 2.411 -2.053 -1.736 0.164
H 3.763 -4.990 0.108 0.206
H 3.638 -3.615 1.079 0.160
H 4.257 -3.424 -0.522 0.181
H 0.160 -2.896 0.756 0.375
H 0.632 -1.524 1.406 0.388
C -2.202 3.776 0.091 -0.597
C -1.500 2.491 0.386 -0.064
C 0.007 2.704 0.451 -0.094
O 0.423 3.147 -0.835 -0.544
C 1.024 2.113 -1.620 -0.240
N -2.075 1.892 1.562 -0.895
H -2.074 4.667 0.705 0.206
H -3.278 3.597 0.093 0.206
H -1.969 4.144 -0.908 0.187
H -1.698 1.891 -0.502 0.070
H 0.576 1.905 0.925 0.191
H 0.166 3.554 1.114 0.175
H 1.209 2.404 -2.654 0.180
H 0.424 1.245 -1.892 0.159
H 1.918 1.745 -1.116 0.149
H -2.652 1.150 1.193 0.363
H -1.274 1.355 1.861 0.350
O 1.933 -1.055 2.381 -0.943
H 2.793 -1.466 2.285 0.494
H 2.125 -0.134 2.558 0.488
O -0.305 0.409 1.180 -1.004
H 0.313 0.055 1.819 0.474
H -0.452 -0.309 0.565 0.531

***

45
Properties=species:S:1:pos:R:3:nbo_charge:R:1 method="wB97M-V/def2-TZVPD" lumo_energy_ev=0.37 e_above_lowest_kcal_mol=0.0 gap_ev=10.34 molar_mass_g_mol=234.33 smiles=CC(C)O.CC(C)O.CC(C)O.O.O.O
C -1.859 0.200 2.703 -0.634
C -0.917 1.195 3.353 0.090
C -1.610 2.445 3.845 -0.647
O -0.168 0.572 4.405 -0.725
H -2.620 0.744 2.132 0.212
H -2.388 -0.370 3.466 0.207
H -1.329 -0.438 1.998 0.212
H -0.164 1.523 2.632 0.173
H -0.904 3.075 4.397 0.212
H -2.456 2.282 4.527 0.194
H -1.983 3.066 3.029 0.241
H -0.675 0.660 5.218 0.459
C 1.601 -1.577 -4.331 -0.633
C 2.303 -0.499 -3.512 0.093
C 1.889 0.882 -3.911 -0.629
O 1.968 -0.644 -2.127 -0.759
H 0.518 -1.435 -4.312 0.212
H 1.799 -2.568 -3.902 0.205
H 1.948 -1.636 -5.362 0.220
H 3.383 -0.619 -3.648 0.167
H 0.840 1.046 -3.661 0.211
H 2.068 1.032 -4.974 0.223
H 2.485 1.612 -3.357 0.223
H 2.446 -1.425 -1.824 0.484
C -0.776 -3.453 1.011 -0.626
C -0.753 -2.681 -0.296 0.096
C -2.132 -2.191 -0.692 -0.630
O 0.128 -1.554 -0.120 -0.770
H 0.042 -4.163 1.115 0.213
H -1.699 -4.043 1.070 0.206
H -0.815 -2.766 1.856 0.225
H -0.334 -3.328 -1.075 0.157
H -2.427 -1.396 -0.002 0.217
H -2.863 -2.995 -0.676 0.211
H -2.121 -1.732 -1.685 0.207
H 0.558 -1.352 -0.959 0.489
O -0.831 3.622 0.583 -0.973
H -0.187 4.191 1.017 0.474
H -0.290 2.916 0.208 0.489
O 0.564 1.300 -0.376 -0.990
H 0.859 0.996 -1.241 0.492
H 0.108 0.533 -0.003 0.505
O 2.298 3.364 1.041 -0.963
H 1.961 2.609 0.541 0.490
H 2.533 3.001 1.898 0.469

***

55
Properties=species:S:1:pos:R:3:lowdin_spin:R:1 method="wB97M-V/def2-TZVPD" lumo_energy_ev="-2.23 / -2.34" gap_ev="3.57 / 6.51" spin_multiplicity=10 molar_mass_g_mol=472.01 s2=24.765
Fe -12.307 -7.307 -9.174 4.401
Fe -11.149 -3.609 -8.757 3.756
P -11.786 -5.622 -7.236 0.053
O -11.494 -5.562 -8.717 0.219
O -12.917 -6.693 -7.393 0.152
O -12.117 -4.117 -7.118 0.114
O -10.451 -5.967 -6.522 0.018
C -7.921 -3.421 -7.659 0.009
O -9.322 -3.695 -7.832 0.058
H -7.584 -2.584 -8.270 0.000
H -7.624 -3.258 -6.623 0.001
H -7.398 -4.303 -8.030 0.001
H -9.481 -4.442 -7.251 0.001
C -15.140 -6.504 -5.248 0.002
O -15.167 -7.215 -6.439 0.005
H -14.373 -6.918 -4.594 0.000
H -14.952 -5.446 -5.428 0.001
H -16.171 -6.637 -4.921 0.000
H -14.262 -7.114 -6.741 0.002
C -11.717 -8.841 -5.339 0.007
O -10.498 -8.277 -5.135 0.003
H -12.428 -8.215 -4.801 0.001
H -11.910 -8.817 -6.412 0.015
H -11.739 -9.878 -5.004 0.000
H -10.438 -7.467 -5.647 0.000
C -15.289 -3.111 -7.188 0.001
O -14.260 -2.997 -6.181 0.003
H -14.895 -2.785 -8.151 0.001
H -15.627 -4.147 -7.217 0.000
H -16.126 -2.436 -7.010 0.000
H -13.424 -3.362 -6.481 0.001
C -7.151 -6.582 -6.041 0.000
O -8.113 -6.946 -7.053 0.005
H -7.431 -6.976 -5.064 0.000
H -6.192 -7.046 -6.268 0.000
H -7.117 -5.492 -6.048 0.000
H -8.973 -6.716 -6.693 0.000
C -9.967 -5.211 -3.615 0.000
O -9.397 -4.554 -4.742 0.001
H -11.046 -5.076 -3.684 0.000
H -9.681 -6.263 -3.628 0.000
H -9.574 -4.819 -2.677 0.000
H -9.949 -4.869 -5.461 0.000
C -15.284 -6.117 -10.134 0.013
O -14.119 -6.508 -10.071 0.141
N -16.046 -6.220 -11.266 0.002
C -17.337 -5.549 -11.316 0.001
C -15.619 -7.063 -12.389 0.002
H -15.868 -5.682 -9.309 0.001
H -17.384 -4.845 -12.147 0.000
H -17.514 -4.976 -10.406 0.000
H -18.086 -6.340 -11.363 0.000
H -14.707 -7.627 -12.190 0.005
H -16.479 -7.706 -12.576 0.000
H -15.442 -6.439 -13.265 0.000

***

63
Properties=species:S:1:pos:R:3:lowdin_spin:R:1 method="wB97M-V/def2-TZVPD" lumo_energy_ev="-0.32 / -8.31" gap_ev="10.66 / 2.68" spin_multiplicity=2 molar_mass_g_mol=531.28 s2=0.757
B -0.455 -0.340 -1.066 -0.001
F -0.214 0.964 -0.718 0.000
F -1.733 -0.799 -0.786 0.000
F -0.089 -0.507 -2.404 -0.002
F 0.404 -1.088 -0.290 0.000
O 1.418 6.167 -4.379 0.000
S 0.655 4.916 -4.254 0.000
O 1.259 3.639 -4.697 0.000
O 0.302 4.727 -2.649 0.002
C -0.185 3.536 -2.015 0.001
C -1.265 3.781 -0.975 0.000
C -1.113 5.088 -4.964 0.000
H 0.678 3.060 -1.549 0.001
H -0.396 2.841 -2.828 0.000
H -0.942 4.589 -0.319 0.000
H -1.334 2.804 -0.497 0.000
H -2.231 4.047 -1.404 0.000
H -0.973 5.071 -6.045 0.000
H -1.410 6.093 -4.664 0.000
H -1.668 4.288 -4.474 0.000
O 5.297 -2.400 4.699 0.000
S 3.884 -2.068 4.504 0.001
O 3.381 -0.746 4.813 0.000
O 3.484 -2.482 2.937 0.032
C 2.308 -1.974 2.331 0.016
C 1.238 -3.114 2.471 0.012
C 2.905 -3.404 5.322 0.002
H 2.496 -1.774 1.276 0.005
H 1.891 -1.108 2.844 0.000
H 1.604 -4.126 2.302 0.000
H 0.437 -2.976 1.745 0.000
H 0.727 -3.174 3.431 0.001
H 1.888 -3.058 5.505 0.000
H 3.454 -3.745 6.200 0.000
H 2.912 -4.151 4.529 0.000
O -2.641 0.606 -3.820 0.000
H -2.031 0.974 -4.460 0.000
H -2.096 0.397 -3.062 0.000
O 1.272 -0.220 -5.482 0.095
H 1.814 -0.953 -5.191 -0.003
H 0.450 -0.323 -5.001 0.000
O 2.822 0.649 -0.143 0.452
H 1.974 0.325 -0.448 0.003
H 2.625 1.101 0.678 0.007
O 1.548 1.963 2.084 0.004
H 0.834 1.328 2.028 0.000
H 1.218 2.737 1.628 0.000
O -0.356 0.134 1.967 0.000
H -1.168 0.589 1.745 0.000
H -0.261 -0.532 1.286 0.000
O 2.367 -1.338 -2.796 0.366
H 2.613 -1.000 -1.935 0.000
H 1.415 -1.240 -2.830 0.004
C -3.133 -2.421 1.743 0.000
C -4.608 -2.402 1.170 0.000
O -5.285 -3.215 2.150 0.000
C -4.529 -3.581 3.221 0.000
O -4.985 -4.169 4.232 0.000
O -3.247 -3.324 2.880 0.000
H -2.770 -1.418 1.967 0.000
H -2.541 -2.970 1.010 0.000
H -4.856 -2.867 0.216 0.000
H -5.061 -1.412 1.230 0.000

***

Across the entries above, strongest force on any atom takes the values 19.1, 0.9, 6.1, 5.2 eV Å⁻¹, respectively.